90
Properties=species:S:1:pos:R:3 method="wB97M-V/def2-TZVPD" total_charge=-2 homo_lumo_gap_ev="3.5 / 5.8" lumo_energy_ha="0.1355 / 0.1355" s2=3.818 total_energy_ha=-4473.34531 multiplicity=4
Tm 0.025 0.471 -0.198
C 4.093 -0.208 0.055
C 3.367 -0.906 -1.038
C 3.927 -1.475 -2.189
C 2.869 -2.060 -2.853
C 2.900 -2.769 -4.160
N 1.753 -1.847 -2.124
N 2.054 -1.124 -1.021
B 0.404 -2.581 -2.255
N -0.006 -3.032 -0.843
N -0.154 -2.158 0.178
C -0.213 -2.872 1.296
C -0.289 -2.278 2.651
C -0.132 -4.236 0.995
C 0.005 -4.296 -0.374
C 0.132 -5.523 -1.211
N -0.706 -1.705 -2.859
N -1.266 -0.653 -2.218
C -2.304 -0.260 -2.958
C -3.164 0.907 -2.644
C -2.419 -1.069 -4.092
C -1.379 -1.971 -3.998
C -1.004 -3.014 -4.993
H 5.096 -0.620 0.161
H 3.554 -0.326 0.992
H 4.183 0.857 -0.156
H 4.958 -1.458 -2.487
H 3.931 -2.849 -4.497
H 2.338 -2.205 -4.904
H 2.470 -3.767 -4.080
H 0.544 -3.539 -2.937
H -0.621 -1.248 2.583
H 0.701 -2.293 3.106
H -0.967 -2.852 3.282
H -0.155 -5.055 1.687
H 0.022 -6.395 -0.568
H 1.104 -5.561 -1.700
H -0.639 -5.556 -1.979
H -2.877 1.312 -1.679
H -4.216 0.618 -2.633
H -3.028 1.683 -3.402
H -3.164 -1.002 -4.861
H -1.658 -2.936 -5.859
H -1.090 -4.018 -4.582
H 0.024 -2.869 -5.316
C -1.865 0.732 2.881
C -1.549 1.790 2.018
C -2.388 1.689 0.845
C -3.242 0.559 1.073
C -2.888 -0.036 2.287
C -3.524 -1.285 2.823
C -4.438 0.114 0.281
C -2.836 2.960 0.134
C -0.754 3.012 2.400
C -1.261 0.551 4.244
H -3.378 -2.124 2.138
H -4.603 -1.160 2.958
H -3.103 -1.559 3.788
H -4.217 -0.720 -0.392
H -4.855 0.928 -0.310
H -5.218 -0.220 0.968
H -2.108 3.357 -0.576
H -3.016 3.738 0.882
H -3.772 2.799 -0.400
H -0.483 3.606 1.526
H 0.165 2.746 2.925
H -1.342 3.653 3.070
H -0.174 0.614 4.194
H -1.527 -0.413 4.675
H -1.606 1.334 4.928
O 1.109 0.232 1.865
C 2.025 0.819 2.506
C 2.758 1.954 2.084
C 3.878 2.407 2.801
C 4.669 3.443 2.309
C 4.326 4.061 1.090
C 3.226 3.664 0.392
C 2.399 2.592 0.842
O 1.395 2.216 0.153
N 5.819 3.850 2.983
O 6.513 4.779 2.510
O 6.135 3.270 4.047
H 2.324 0.392 3.484
H 4.158 1.925 3.727
H 4.970 4.850 0.725
H 2.960 4.123 -0.550
S 0.951 3.557 -5.637
Sb 0.049 1.740 -4.609
S -0.301 2.470 -2.157
S 1.446 1.426 -2.536